{"formula": "C30H29CrN3O3S3Si", "method": "ωB97M-V with the def2-TZVPD basis set", "symbols": ["Cr", "O", "C", "C", "C", "C", "C", "C", "C", "O", "N", "N", "C", "C", "C", "C", "C", "C", "N", "H", "H", "H", "H", "H", "H", "H", "H", "H", "H", "S", "C", "S", "S", "C", "C", "C", "C", "Si", "O", "C", "C", "C", "C", "C", "C", "C", "C", "C", "C", "C", "C", "H", "H", "H", "H", "H", "H", "H", "H", "H", "H", "H", "H", "H", "H", "H", "H", "H", "H", "H"], "xyz": [[1.00549, -0.77313, 2.02755], [-1.20360, 4.15527, 2.55169], [-2.25693, 3.35464, 2.30712], [-3.51390, 3.95736, 2.27822], [-4.64003, 3.20515, 2.00400], [-4.54466, 1.83720, 1.75449], [-3.30327, 1.23310, 1.80233], [-2.15181, 1.97091, 2.08495], [-0.86225, 1.24813, 2.10979], [-0.86170, -0.01066, 2.06235], [0.25749, 2.01477, 2.13220], [1.33039, 1.19236, 2.06353], [2.52660, 1.60300, 1.92312], [3.54725, 0.53150, 1.80701], [4.88588, 0.78332, 1.58540], [5.75739, -0.29303, 1.49412], [5.26908, -1.57877, 1.63367], [3.90978, -1.75454, 1.84881], [3.07915, -0.72276, 1.92371], [-0.38942, 3.60575, 2.45422], [-3.57465, 5.02163, 2.46472], [-5.60756, 3.69392, 1.97832], [-5.42529, 1.25270, 1.52317], [-3.19071, 0.17116, 1.61725], [2.77080, 2.66073, 1.88276], [5.23052, 1.80419, 1.48436], [6.81159, -0.12362, 1.31185], [5.91733, -2.44209, 1.57911], [3.44870, -2.72777, 1.96474], [0.12719, -3.61452, 5.43284], [0.58785, -2.62573, 4.19775], [1.03631, -0.94974, 4.41545], [0.64060, -3.08443, 2.50128], [2.08346, -2.14666, -2.68442], [0.60113, -2.31029, -2.32754], [0.42602, -3.58955, -1.49829], [-0.22377, -2.43762, -3.61312], [0.10151, -0.85145, -1.22866], [0.98305, -0.95060, 0.11712], [0.45426, 0.76591, -2.13964], [1.29754, 1.69730, -1.52533], [1.60415, 2.91512, -2.12486], [1.07358, 3.22934, -3.36775], [0.23388, 2.32283, -4.00342], [-0.06996, 1.11230, -3.39354], [-1.74380, -0.91789, -0.87800], [-2.67765, -0.06210, -1.47104], [-4.03405, -0.14637, -1.17057], [-4.48313, -1.08790, -0.25584], [-3.57085, -1.93283, 0.36749], [-2.21970, -1.84454, 0.06082], [2.43088, -3.01108, -3.26741], [2.69898, -2.07816, -1.78238], [2.26261, -1.24637, -3.28047], [0.82715, -4.44936, -2.05290], [-0.62663, -3.79784, -1.28803], [0.94789, -3.52638, -0.54026], [0.04699, -3.36243, -4.14102], [-0.03899, -1.61161, -4.30376], [-1.29778, -2.47722, -3.40649], [1.71919, 1.45571, -0.55418], [2.25129, 3.62125, -1.61711], [1.30626, 4.17699, -3.83831], [-0.18919, 2.56030, -4.97240], [-0.74025, 0.43279, -3.90621], [-2.34744, 0.70074, -2.16516], [-4.73436, 0.53404, -1.64059], [-5.53751, -1.15136, -0.01271], [-3.90559, -2.64848, 1.10892], [-1.52279, -2.48253, 0.59515]], "forces_ev_per_angstrom": [[-0.6396, -1.0852, 0.1128], [0.0865, -0.0371, 0.0006], [-0.0116, 0.0716, -0.0250], [-0.0851, -0.0777, -0.0287], [-0.0365, -0.0163, -0.0004], [0.0888, 0.0596, 0.0386], [0.0067, 0.0501, 0.1151], [0.0113, -0.0417, 0.0242], [0.0933, 0.3729, -0.1205], [0.1794, 0.1379, 0.0757], [-0.0223, -0.5145, -0.0180], [-0.4211, 0.4899, -0.0394], [0.6845, -0.2097, 0.0168], [-0.4938, 0.5197, 0.1065], [0.2926, 0.0002, -0.0192], [0.0506, 0.1565, -0.0349], [-0.0583, -0.1295, 0.0434], [0.0173, 0.0926, -0.0338], [0.0337, -0.0435, -0.0091], [-0.0034, -0.0092, 0.0058], [0.0030, -0.0054, -0.0057], [0.0096, -0.0135, -0.0006], [0.0029, 0.0112, 0.0018], [0.0202, 0.1659, 0.0670], [0.0895, -0.0385, -0.0279], [0.0199, -0.0329, 0.0038], [-0.0215, -0.0023, 0.0186], [0.0047, 0.0271, -0.0135], [0.0155, -0.0090, -0.0055], [0.1158, -0.0092, -0.1352], [-0.0352, 0.1210, -0.0283], [0.0072, -0.1524, -0.1232], [0.0177, 0.2361, 0.2157], [0.0522, -0.0581, -0.0083], [-0.0083, -0.1079, -0.0999], [0.0318, -0.0926, -0.0360], [0.0241, -0.0313, 0.0148], [0.1962, -0.0410, 0.3464], [-0.0848, 0.2889, -0.2950], [0.0881, 0.2268, -0.0753], [0.0171, 0.0188, -0.0328], [-0.0529, -0.0894, 0.0041], [-0.0114, -0.0230, 0.0022], [0.0304, -0.0333, 0.0842], [0.0537, 0.0091, 0.1091], [-0.2440, 0.0218, 0.1043], [-0.0508, -0.1238, 0.0714], [0.0477, -0.1012, -0.0036], [0.0155, -0.0793, -0.1093], [-0.0002, -0.0226, -0.1092], [-0.0484, 0.0137, -0.0601], [-0.0098, 0.0396, 0.0287], [-0.0393, -0.0068, -0.0281], [-0.0319, -0.0252, 0.0137], [-0.0221, 0.0281, 0.0343], [0.0188, 0.0312, -0.0256], [0.0069, 0.0077, -0.0421], [-0.0142, 0.0346, 0.0329], [0.0098, 0.0121, 0.0261], [0.0378, 0.0050, 0.0128], [-0.0498, 0.0091, -0.1033], [0.0008, -0.0072, -0.0062], [0.0054, 0.0027, 0.0038], [0.0025, 0.0059, 0.0047], [-0.0027, -0.0357, -0.0047], [0.0168, 0.0098, -0.0159], [0.0012, 0.0077, 0.0163], [-0.0014, -0.0024, 0.0013], [-0.0067, 0.0042, -0.0061], [-0.0006, 0.0190, -0.0269]], "homo_lumo_gap_ev": [6.279, 6.080], "charge": -1, "total_energy_ev": -111006.32807, "spin_multiplicity": 4, "relative_energy_ev": 0.1824, "e_homo_ev": [-4.6, -4.6]}


{"formula": "C3H6IN", "method": "ωB97M-V with the def2-TZVPD basis set", "symbols": ["C", "C", "C", "N", "I", "H", "H", "H", "H", "H", "H"], "xyz": [[-0.40988, -2.29130, -1.63818], [-1.30954, -1.72065, -2.11763], [-0.28756, 0.63761, 0.02757], [0.57030, 0.61456, 0.91159], [1.05237, 3.90236, 0.16069], [0.25519, -2.94710, -1.12733], [1.04281, 2.40228, 0.98443], [-2.28276, -1.24072, -2.32998], [-0.19129, 1.44802, -0.68212], [-1.27265, 0.04382, -0.04241], [0.61015, -0.18000, 1.53275]], "forces_ev_per_angstrom": [[2.3330, -2.0869, 1.4610], [-4.1604, 2.2205, -1.2015], [-3.2447, -0.1856, -1.0718], [2.0599, -0.3305, 1.0656], [0.0887, -0.5896, 0.5705], [0.3446, 0.2230, -0.2173], [0.1466, 0.7637, -0.6635], [1.4709, -0.4687, -0.1550], [-0.2941, 0.2363, -0.3288], [1.8606, 0.3027, 0.0935], [-0.6052, -0.0850, 0.4473]], "homo_lumo_gap_ev": 10.178, "charge": 0, "total_energy_ev": -12795.30595, "relative_energy_ev": 2.8296, "e_homo_ev": -9.3}


{"formula": "C4H8N2O", "method": "ωB97M-V with the def2-TZVPD basis set", "symbols": ["C", "C", "C", "N", "C", "N", "H", "H", "H", "H", "H", "H", "H", "H", "O"], "xyz": [[0.26856, -1.84139, -0.74167], [-0.33346, -0.45170, -0.83185], [-1.41060, 0.21141, -0.08510], [-1.12175, 1.51326, -0.15478], [0.11276, 1.72660, -0.71648], [0.66656, 0.50517, -0.95757], [-0.54495, -2.57316, -0.34225], [1.12728, -1.93040, -0.16136], [0.41203, -2.17510, -1.77260], [-2.19301, -0.22865, 0.56091], [-1.92839, 2.04076, -0.35059], [0.37126, 2.78283, -0.77713], [0.84758, 0.30828, 1.71353], [2.12182, -0.33555, 2.29318], [1.60431, 0.44764, 2.32376]], "forces_ev_per_angstrom": [[-4.7370, -1.3703, -1.3132], [0.5678, 1.8399, 4.8226], [1.8247, -4.1250, -1.7716], [0.0883, 0.3623, -0.0228], [-0.6597, -2.5411, 0.3017], [-0.9039, 3.0182, -1.5271], [1.4136, 1.1343, -0.4755], [1.4606, 0.1757, 0.8626], [0.4993, -0.1397, 0.1688], [0.2570, 0.5334, -1.0233], [-0.7036, 1.7821, 0.3915], [0.9017, -0.6812, -0.3841], [0.8404, 0.0240, 0.4595], [0.5950, -1.0513, -0.1697], [-1.4441, 1.0388, -0.3195]], "homo_lumo_gap_ev": 9.457, "charge": 0, "total_energy_ev": -9303.88157, "relative_energy_ev": 2.5116, "e_homo_ev": -8.7}


{"formula": "C18H40BIN5O11P", "method": "ωB97M-V with the def2-TZVPD basis set", "symbols": ["C", "C", "C", "I", "C", "P", "N", "O", "O", "O", "C", "O", "O", "C", "B", "O", "O", "H", "H", "H", "H", "H", "H", "H", "H", "H", "H", "H", "H", "C", "O", "N", "C", "C", "H", "H", "H", "H", "H", "H", "H", "C", "O", "N", "C", "C", "H", "H", "H", "H", "H", "H", "H", "C", "O", "N", "C", "C", "H", "H", "H", "H", "H", "H", "H", "C", "O", "N", "C", "C", "H", "H", "H", "H", "H", "H", "H"], "xyz": [[1.97692, -4.51298, 2.15993], [1.21374, -3.45731, 3.16090], [1.02985, -2.09126, 2.31745], [-0.15380, -2.56360, 0.55497], [0.51536, -0.83204, 3.16132], [0.97106, 0.84791, 2.34691], [0.02441, 1.25232, 1.13269], [2.58587, 0.77686, 1.77120], [0.91321, 2.07883, 3.52581], [1.48870, -0.83125, 4.28887], [0.85329, -1.17358, 5.54303], [1.27678, -1.00037, 6.69770], [-0.44615, -1.74169, 5.21051], [-0.80486, -0.92344, 4.04890], [-2.27313, -1.07898, 3.38142], [-2.76927, -0.12889, 2.39196], [-3.22553, -2.12047, 3.74193], [1.25396, -5.33368, 1.83740], [2.46409, -3.97061, 1.26350], [2.85537, -5.04135, 2.69341], [0.24824, -3.88342, 3.59239], [1.93981, -3.34019, 4.05477], [2.08732, -1.81255, 1.93649], [-0.67743, 0.50561, 1.02258], [2.53835, 1.17536, 0.85984], [0.65815, 1.68820, 4.40036], [-0.84060, 0.13596, 4.53056], [-2.62118, -0.52896, 1.49998], [-2.73759, -2.95799, 3.89975], [4.60010, -2.35047, 3.54053], [4.34613, -2.32203, 2.34889], [5.37069, -1.44371, 4.20137], [5.62807, -1.54411, 5.62347], [5.95204, -0.34226, 3.45760], [4.20783, -3.14475, 4.19669], [5.25644, -0.64251, 6.11679], [6.70560, -1.63152, 5.78488], [5.13041, -2.41628, 6.05040], [5.15059, 0.24139, 2.99750], [6.59194, -0.74224, 2.66712], [6.53966, 0.29727, 4.11730], [0.60838, 4.19251, -0.14154], [1.80926, 4.11409, -0.34277], [-0.12682, 5.34144, -0.19834], [-1.55268, 5.35359, 0.05404], [0.54018, 6.58769, -0.52094], [0.00716, 3.30559, 0.11056], [-2.06845, 5.72857, -0.83408], [-1.75881, 6.01235, 0.90178], [-1.91735, 4.35102, 0.28310], [1.01008, 6.49848, -1.50370], [1.31786, 6.78064, 0.22232], [-0.17296, 7.41313, -0.52882], [-1.29035, -0.54147, -2.31821], [-2.29710, -0.80572, -1.67970], [-1.11897, -0.76987, -3.65037], [0.10942, -0.42671, -4.33747], [-2.19964, -1.37553, -4.40457], [-0.41058, -0.07903, -1.84200], [-0.11561, 0.28779, -5.13327], [0.53982, -1.33291, -4.77106], [0.83055, 0.01855, -3.65011], [-3.08508, -0.73847, -4.33228], [-2.43340, -2.35179, -3.97204], [-1.91839, -1.49543, -5.45127], [-4.20814, -1.20899, -7.45608], [-3.01061, -1.28616, -7.66899], [-4.94516, -0.06264, -7.49884], [-6.36921, -0.05312, -7.23271], [-4.28236, 1.18637, -7.82071], [-4.80692, -2.09881, -7.20292], [-6.89345, 0.32640, -8.11352], [-6.56763, 0.60049, -6.37949], [-6.73127, -1.05706, -7.00597], [-3.82192, 1.10323, -8.80827], [-3.49788, 1.37582, -7.08379], [-4.99633, 2.01081, -7.81696]], "forces_ev_per_angstrom": [[0.1990, -0.1881, 0.4875], [1.2653, -0.4554, -0.4608], [1.1015, -0.2150, 0.8692], [-0.0109, 0.5498, 0.6734], [1.4980, -1.0609, 1.3837], [-0.4279, 1.9064, -2.1955], [0.8034, -1.3194, 1.4738], [-2.6696, 0.4406, 1.1115], [0.3437, -2.9450, -0.4703], [-0.9174, -0.1720, 2.9566], [-0.0431, -0.2117, 1.2733], [-1.4006, -0.8440, -5.2285], [2.4463, 1.7086, -0.4713], [0.0448, 2.0653, 0.0389], [-2.7412, -1.0051, -1.2756], [1.8317, -2.0064, 1.3339], [2.8746, 1.2704, -0.8556], [1.0078, 1.2270, 0.1425], [-1.0224, -0.9206, 1.4566], [-1.4749, 0.9109, -0.6312], [1.1638, 0.6448, -0.8553], [-1.3162, 0.3303, -1.4586], [-1.7869, -0.4195, 0.5440], [0.2555, 0.6138, -0.1359], [-0.1722, -0.4233, 1.0064], [0.5172, 0.5481, -0.9068], [-0.4009, -1.2070, -1.0571], [-0.4679, 0.4434, 0.7292], [-0.4946, 0.7044, 0.3841], [0.3693, 0.4991, 0.2564], [0.0776, 0.1326, 0.1230], [-0.5271, -0.7559, -0.2144], [0.0586, 0.1781, -0.1791], [-0.1645, -0.0443, -0.3048], [0.0544, 0.0079, 0.1126], [0.0608, -0.1141, 0.1514], [-0.0646, -0.0047, 0.1829], [0.0095, 0.0779, -0.1094], [0.1495, 0.0455, -0.0424], [-0.0131, 0.1719, 0.0039], [-0.0966, -0.1509, 0.0099], [-0.5072, 0.1153, -0.0007], [-0.0789, 0.2580, 0.0060], [0.3699, -0.5725, 0.0161], [0.2233, 0.1357, -0.0617], [0.2089, -0.2025, 0.0069], [0.0138, 0.0747, 0.0200], [-0.1722, -0.0166, 0.1191], [-0.2023, -0.0529, -0.0421], [0.1377, 0.0630, -0.0204], [0.0515, 0.1684, 0.0830], [0.0089, 0.1319, -0.1432], [0.0123, -0.1520, 0.0242], [0.1626, 0.0098, -0.5107], [0.0572, -0.0849, -0.2054], [-0.0032, 0.2059, 0.9424], [-0.2012, -0.0876, -0.0621], [-0.0627, -0.0392, 0.1728], [0.0376, 0.0103, -0.0500], [0.1959, -0.0433, -0.0332], [0.1196, 0.1443, -0.0723], [-0.1337, -0.0503, 0.0046], [-0.0466, -0.1503, -0.0889], [-0.1297, 0.0516, -0.1099], [0.0098, 0.0730, 0.1456], [-0.1299, 0.3759, -0.0649], [-0.2845, 0.2508, 0.0308], [0.2541, -0.7961, 0.0897], [0.1829, 0.1916, -0.0615], [0.2672, -0.1682, -0.0321], [-0.0965, 0.0489, 0.0114], [-0.1582, -0.0348, 0.1277], [-0.1913, -0.0650, -0.0467], [0.1151, 0.0758, -0.0310], [0.0416, 0.1586, 0.0901], [-0.0032, 0.1281, -0.1351], [0.0115, -0.1691, 0.0298]], "homo_lumo_gap_ev": 9.035, "charge": 0, "total_energy_ev": -67355.00711, "e_homo_ev": -8.9}


{"formula": "C3H6N4O", "method": "ωB97M-V with the def2-TZVPD basis set", "symbols": ["C", "C", "C", "H", "H", "H", "H", "H", "H", "N", "N", "N", "N", "O"], "xyz": [[-2.29879, 0.43596, -0.10472], [-0.12801, -0.21464, -0.04517], [2.41553, 0.44253, -0.00073], [-3.31466, -0.11024, -0.09349], [-2.25939, 1.08636, 1.07510], [-2.16469, 1.20940, -1.00165], [-1.46141, -1.67128, -0.16941], [3.47017, 0.41056, 0.31969], [2.66383, -1.57616, -0.19984], [-1.35509, -0.59107, 0.14617], [0.20942, 1.07739, -0.14143], [1.57713, 1.42037, 0.22591], [1.87711, -0.84360, -0.41047], [0.76886, -1.07558, 0.40003]], "forces_ev_per_angstrom": [[-3.2527, 2.1896, 2.9909], [3.1342, 4.8100, 1.7726], [-1.7820, 0.1856, 1.0401], [1.3609, 1.3425, -0.3255], [-0.3563, -1.4188, -3.9742], [-0.0167, -2.0693, 2.0246], [-0.3314, 3.5583, 0.9188], [-0.5286, 0.7069, -0.4698], [-2.5074, 1.4365, -0.2286], [-1.2269, -4.3032, -2.2890], [0.4540, -1.1142, -0.4088], [0.2441, -2.7007, -1.1237], [4.2892, -0.1806, -0.4058], [0.5197, -2.4427, 0.4783]], "homo_lumo_gap_ev": 9.289, "charge": 0, "total_energy_ev": -11210.77409, "relative_energy_ev": 6.0025, "e_homo_ev": -8.6}


{"formula": "C5H5NO", "method": "ωB97M-V with the def2-TZVPD basis set", "symbols": ["O", "C", "C", "C", "C", "C", "N", "H", "H", "H", "H", "H"], "xyz": [[-2.03337, -0.14642, -0.47160], [-0.99909, -0.70191, 0.29251], [0.37781, -0.39957, -0.35290], [0.71785, 1.02340, -0.20237], [0.94763, 2.19247, -0.03811], [1.42480, -1.26677, 0.21373], [2.21240, -1.98429, 0.65687], [-1.95563, 0.81616, -0.42852], [-0.99566, -0.33393, 1.32746], [-1.15720, -1.78298, 0.30920], [0.28373, -0.64208, -1.41874], [1.17673, 3.22591, 0.11246]], "forces_ev_per_angstrom": [[-0.0209, 0.2817, 0.0071], [0.1560, -0.2097, 0.1979], [0.0204, 0.0023, -0.0509], [0.0892, 0.4787, 0.0617], [-0.0922, -0.4387, -0.0592], [0.4882, -0.4756, 0.3072], [-0.6080, 0.5650, -0.3219], [-0.0753, -0.0968, -0.0202], [-0.0052, -0.0680, -0.1498], [0.0427, 0.1333, -0.0369], [0.0608, 0.0337, 0.1180], [-0.0557, -0.2060, -0.0531]], "homo_lumo_gap_ev": 11.486, "charge": 0, "total_energy_ev": -8800.99140, "relative_energy_ev": 2.4276, "e_homo_ev": -10.8}